C26H76Cu3N2O15P as an isolated structure in a non-equilibrium geometry, computed with wB97M-V/def2-TZVPD.

Positions of all 123 atoms, in Å:
Cu1 -2.255 -0.940 -2.340
Cu2 -2.446 -0.687 1.962
Cu3 1.109 1.815 0.872
P1 -0.844 0.194 -0.217
O1 -1.184 0.980 -1.513
O2 -1.055 1.063 1.034
O3 0.667 -0.249 -0.189
O4 -1.794 -1.033 -0.164
C1 -4.302 -4.979 -0.809
C2 -3.110 -3.960 -0.874
O5 -3.616 -2.744 -0.400
H1 -5.033 -4.666 -1.554
H2 -4.814 -4.964 0.152
H3 -3.927 -5.976 -1.040
H4 -2.530 -3.854 -1.791
H5 -2.394 -4.234 -0.100
H6 -2.868 -2.165 -0.235
C3 -3.035 5.201 0.758
C4 -1.876 4.290 0.385
O6 -1.502 3.588 1.549
H7 -3.949 4.706 1.087
H8 -3.338 5.788 -0.110
H9 -2.688 5.865 1.549
H10 -1.011 4.841 0.016
H11 -2.272 3.539 -0.299
H12 -1.382 2.673 1.286
C5 -2.060 1.495 5.825
C6 -1.617 1.905 4.462
O7 -1.658 0.792 3.648
H13 -2.168 2.278 6.576
H14 -1.442 0.696 6.234
H15 -3.096 1.157 5.840
H16 -0.615 2.335 4.484
H17 -2.208 2.721 4.046
H18 -1.564 1.206 2.787
C7 -1.647 1.879 -6.211
C8 -1.551 2.204 -4.733
O8 -1.167 1.013 -4.077
H19 -0.811 1.390 -6.712
H20 -1.779 2.831 -6.725
H21 -2.518 1.232 -6.316
H22 -2.530 2.638 -4.527
H23 -0.832 3.000 -4.541
H24 -1.052 1.181 -3.138
C9 1.219 -5.093 -0.121
C10 1.197 -3.552 -0.522
O9 0.985 -2.742 0.582
H25 1.962 -5.235 0.664
H26 1.520 -5.697 -0.977
H27 0.243 -5.479 0.171
H28 0.378 -3.370 -1.217
H29 2.119 -3.303 -1.048
H30 0.952 -1.825 0.299
C11 2.727 3.887 -1.615
C12 1.537 2.990 -2.173
O10 0.546 3.040 -1.161
H31 3.542 3.884 -2.339
H32 3.180 3.478 -0.712
H33 2.418 4.929 -1.539
H34 1.860 1.956 -2.290
H35 1.123 3.176 -3.164
H36 -0.008 2.266 -1.285
C13 -5.748 2.506 -2.274
C14 -4.338 2.528 -1.743
O11 -3.745 1.288 -1.963
H37 -6.408 1.785 -1.791
H38 -5.767 2.294 -3.343
H39 -6.214 3.487 -2.179
H40 -4.379 2.656 -0.661
H41 -3.650 3.234 -2.208
H42 -2.835 1.302 -1.657
C15 5.126 0.072 1.273
C16 4.073 -0.450 0.288
O12 3.104 0.498 -0.008
H43 5.728 -0.746 1.669
H44 4.628 0.452 2.165
H45 5.733 0.898 0.902
H46 3.618 -1.364 0.668
H47 4.433 -0.806 -0.678
H48 2.264 0.104 -0.254
C17 -1.859 -3.394 4.659
C18 -1.127 -3.678 3.373
O13 -1.084 -2.443 2.704
H49 -1.241 -2.776 5.310
H50 -1.962 -4.359 5.154
H51 -2.849 -2.981 4.464
H52 -1.611 -4.463 2.792
H53 -0.105 -4.032 3.504
H54 -0.481 -2.540 1.963
C19 2.969 0.952 4.625
C20 2.529 -0.254 3.723
C21 1.741 -1.275 4.554
O14 2.500 -1.839 5.657
C22 1.803 -2.850 6.316
N1 1.634 0.341 2.731
H55 3.607 0.572 5.422
H56 2.158 1.457 5.150
H57 3.598 1.617 4.033
H58 3.290 -0.843 3.211
H59 1.445 -2.119 3.931
H60 0.854 -0.784 4.954
H61 0.938 -2.450 6.844
H62 2.434 -3.304 7.080
H63 1.485 -3.671 5.674
H64 0.744 0.583 3.141
H65 1.325 -0.290 2.005
C23 3.329 -1.780 -3.557
C24 2.461 -0.554 -3.625
C25 2.366 0.096 -5.055
O15 3.653 0.628 -5.444
C26 3.481 1.142 -6.805
N2 1.153 -0.886 -3.028
H66 3.447 -2.164 -2.544
H67 4.316 -1.522 -3.943
H68 2.922 -2.627 -4.110
H69 2.929 0.192 -2.982
H70 1.566 0.837 -5.053
H71 1.969 -0.662 -5.730
H72 2.580 1.719 -7.012
H73 3.574 0.331 -7.527
H74 4.283 1.853 -7.003
H75 1.250 -0.826 -2.024
H76 0.630 -0.045 -3.226

Its energy relative to the best compared isomer or geometry (same formula, charge and spin) is 1.957 eV. The calculation puts the LUMO energy at -0.017 hartree. The total energy comes out at -205095.683 eV. The value obtained for the molecular weight is 878.51 g mol⁻¹. Its max |F| is 2.6 eV/Å. Its HOMO energy is -8.7 eV.